# 1
{"formula": "C3H16N2O3", "method": "ωB97M-V/def2-TZVPD", "charge": 0, "max_force_ha_per_bohr": 0.1649, "orbital_gap_ev": 10.3, "smiles": "NCCCN.O.O.O", "homo_ev": -9.72, "symbols": ["O", "O", "O", "N", "N", "C", "C", "C", "H", "H", "H", "H", "H", "H", "H", "H", "H", "H", "H", "H", "H", "H", "H", "H"], "xyz": [[1.77929, 2.44705, 1.01356], [2.00666, 0.12451, 0.66545], [2.40721, 0.20481, -2.00214], [-0.39171, -0.33501, 1.92892], [-2.31239, 0.62708, -2.01912], [-1.92354, 0.33757, -0.60738], [-0.53999, -1.55617, 0.96622], [-1.20244, -1.05007, -0.39907], [2.52514, 0.91206, -2.63812], [-1.44498, 0.65225, -2.55569], [-2.70962, 0.37869, 0.08874], [-1.19471, 0.27517, 1.83305], [-2.81570, -0.25167, -2.33225], [-1.00669, -2.44345, 1.39257], [1.05085, 0.37623, 0.82886], [-1.70278, -1.95653, -0.81919], [-0.41704, -0.68839, 2.87003], [-0.29431, -1.00088, -0.98045], [2.22791, 0.26560, -1.15596], [0.48032, -1.90623, 0.71866], [2.07240, -0.73446, 1.12457], [1.99511, 2.03098, 1.84125], [-1.17838, 1.04640, -0.27301], [2.58940, 2.24447, 0.51049]], "atomic_forces_ev_per_a": [[0.5, 1.5, -0.5], [-0.7, -1.4, 0.3], [1.6, -2.1, -8.1], [-0.5, -1.8, -1.2], [-0.4, -1.9, 0.9], [1.7, -1.5, -0.3], [-0.2, 2.2, 0.1], [1.1, -1.4, -0.1], [-0.3, 0.4, 1.2], [-0.2, 0.0, 0.0], [-1.6, 0.4, 0.4], [-0.1, -0.2, 0.0], [0.7, 1.5, 0.1], [-0.6, 0.4, 0.3], [1.4, -0.3, 0.2], [-0.3, 0.9, 0.2], [0.1, 0.1, 0.4], [0.1, 0.3, -0.8], [-1.3, 1.7, 6.7], [-0.5, 0.3, 0.1], [0.1, 0.5, -0.5], [-0.1, -0.2, 0.6], [0.0, 0.6, -0.1], [-0.7, 0.2, 0.1]]}



# 2
{"formula": "C3H16NO4", "method": "ωB97M-V/def2-TZVPD", "charge": 1, "max_force_ha_per_bohr": 0.0446, "orbital_gap_ev": 3.2, "homo_ev": -12.79, "symbols": ["O", "O", "O", "O", "N", "C", "C", "C", "H", "H", "H", "H", "H", "H", "H", "H", "H", "H", "H", "H", "H", "H", "H", "H"], "xyz": [[-1.25663, 1.04073, 1.25583], [-0.03569, -0.75277, 1.99047], [2.78888, -1.16469, 1.78369], [-0.44665, -1.61799, -0.55067], [-1.93691, -0.20600, -1.74831], [2.43411, 1.09538, -1.54775], [2.15996, 1.71331, -0.39511], [-2.97304, 0.08842, -0.90666], [2.29919, 1.56840, -2.50484], [-0.77848, 0.05242, 1.54052], [-3.49893, -0.76702, -0.49537], [3.58138, -1.68980, 1.87037], [-2.64375, 0.73499, 0.00224], [1.81924, 2.73460, -0.53996], [2.32588, 1.24109, 0.55882], [-1.16408, 0.45366, -1.74201], [-0.48500, -1.01625, 2.80941], [1.91260, -1.49738, 1.96347], [-1.62467, -1.14678, -1.95546], [0.38112, -2.00905, -0.86823], [-1.78619, 1.33853, 2.01329], [-3.65583, 0.83979, -1.35948], [-0.14905, -1.09590, 0.22028], [2.73254, 0.06230, -1.39451]], "atomic_forces_ev_per_a": [[-1.8, 0.5, -1.3], [-0.5, 0.1, -0.3], [0.3, 1.8, -0.8], [0.4, -0.1, 0.3], [0.1, 0.4, 1.2], [-0.4, -0.8, 1.7], [-0.1, 0.6, -1.7], [-0.2, -0.8, -0.5], [0.1, -0.1, -0.2], [0.8, -0.7, 0.6], [-0.2, -0.2, -0.5], [-0.6, -0.8, 0.3], [1.3, 0.6, 0.7], [0.0, 0.1, 0.9], [-0.1, 0.1, 0.2], [0.0, 0.5, -0.8], [0.2, -0.2, -0.1], [0.3, -0.8, 0.4], [-0.3, -0.2, 0.0], [0.0, -0.1, -0.2], [0.1, 0.1, 0.1], [0.2, 0.3, 0.3], [-0.1, -0.2, 0.4], [0.3, 0.0, -0.9]]}



# 3
{"formula": "C3H16NO4", "method": "ωB97M-V/def2-TZVPD", "charge": 1, "max_force_ha_per_bohr": 0.0643, "orbital_gap_ev": 11.0, "homo_ev": -13.89, "symbols": ["O", "O", "O", "O", "N", "C", "C", "C", "H", "H", "H", "H", "H", "H", "H", "H", "H", "H", "H", "H", "H", "H", "H", "H"], "xyz": [[2.49560, 0.13013, -0.28445], [-0.42474, -3.41453, -0.66598], [-1.21157, -2.13305, 1.88821], [1.14477, 2.01190, 2.13908], [-0.15298, -0.57863, -0.14333], [-0.77917, 0.50008, -0.91776], [-0.30781, 1.69434, -1.24363], [-1.21788, 2.80985, -1.67108], [-0.81492, -3.27807, -1.54310], [0.78116, 1.96207, -1.17410], [0.12252, -0.51106, 0.83360], [-1.03701, -3.06662, 1.68749], [-0.71401, -1.41130, -0.33615], [-2.16098, 2.77665, -1.11694], [-1.59918, 2.75630, -2.68582], [2.53818, 0.30670, 0.67055], [1.45387, 2.85442, 2.49641], [0.82161, -0.73308, -0.53564], [-1.29755, -2.03481, 2.84181], [-1.88582, 0.50418, -0.90290], [-0.69544, 3.75945, -1.51763], [-0.54317, -4.37022, -0.58810], [3.30876, -0.36796, -0.43431], [0.45889, 2.33886, 1.54057]], "atomic_forces_ev_per_a": [[0.2, -0.3, 0.5], [-0.4, -0.2, -0.6], [0.2, -0.1, -0.2], [-0.3, 0.4, -0.4], [1.9, -0.5, -2.7], [-1.8, 1.6, 1.6], [1.8, 0.2, -0.1], [-0.4, 0.0, 0.1], [0.1, 0.1, 0.1], [-1.0, -0.5, 0.0], [-1.2, 0.5, 0.5], [-0.1, 0.4, 0.3], [0.4, -0.3, 0.9], [0.3, 0.2, 0.4], [0.6, -0.1, -0.5], [-0.1, 0.3, -0.2], [0.3, -0.2, 0.3], [-0.8, 0.1, 0.1], [0.0, -0.3, 0.0], [0.7, -0.9, 0.0], [-0.4, -0.1, -0.1], [0.2, 0.0, 0.3], [0.0, 0.0, -0.3], [-0.1, -0.3, 0.0]]}



# 4
{"formula": "C3H16NO6S", "method": "ωB97M-V/def2-TZVPD", "charge": -1, "max_force_ha_per_bohr": 0.0287, "orbital_gap_ev": 7.3, "homo_ev": -3.97, "symbols": ["S", "O", "O", "O", "O", "O", "O", "N", "C", "C", "C", "H", "H", "H", "H", "H", "H", "H", "H", "H", "H", "H", "H", "H", "H", "H", "H"], "xyz": [[1.49914, -0.77366, 2.15738], [1.59871, 1.67816, -1.75879], [-2.00200, -0.69164, 2.31733], [-0.81920, 1.62538, 2.33830], [-2.90188, -1.27737, -0.13508], [-1.06812, -2.47117, -1.83114], [1.22527, 3.34526, 0.43445], [0.82619, -0.12720, -2.79143], [1.85997, -0.83477, 0.35127], [1.05847, 0.57657, -1.64120], [0.67845, -0.03869, -0.35016], [1.72299, 2.84554, 1.08837], [-1.68462, -2.33325, -1.09491], [2.77573, -0.38874, -0.06728], [-3.62268, -0.64891, -0.05849], [-0.23695, -0.62296, -0.43630], [1.95168, -1.83824, -0.08420], [-0.41924, 2.37789, 1.86872], [-0.19050, -2.25620, -1.48411], [1.05887, 0.35276, -3.64206], [-1.19001, -1.22924, 2.25131], [-2.44861, -1.21264, 0.75406], [0.59445, 0.79171, 0.35529], [0.26018, -0.95726, -2.82430], [-1.72047, 0.26248, 2.27052], [1.23878, 2.83628, -0.39540], [-0.04459, 1.00992, 2.40783]], "atomic_forces_ev_per_a": [[0.5, -0.2, -0.5], [0.0, 0.0, 0.4], [-0.1, -0.2, -0.1], [0.9, 0.5, 0.0], [0.3, -0.3, 0.5], [0.6, -0.3, -0.2], [-0.4, 0.5, 0.4], [0.1, 0.0, 0.4], [-0.8, 0.3, -1.0], [0.1, 0.0, -1.5], [1.0, 0.1, 0.8], [0.2, -0.2, -0.2], [-0.1, 0.4, -0.2], [0.1, 0.4, 0.9], [0.0, 0.0, -0.1], [0.0, 0.3, 0.3], [-0.5, -0.3, 0.4], [-0.4, -0.1, -0.1], [-0.4, -0.4, 0.2], [0.0, -0.1, -0.1], [0.2, 0.6, 0.3], [-0.6, 0.4, -0.4], [-0.7, -0.2, -0.4], [-0.2, 0.1, 0.0], [-0.1, -0.9, -0.1], [0.4, -0.3, 0.1], [-0.1, -0.1, 0.1]]}



# 5
{"formula": "C3H16O4S", "method": "ωB97M-V/def2-TZVPD", "charge": 0, "max_force_ha_per_bohr": 0.0312, "orbital_gap_ev": 8.7, "smiles": "CCCS.O.O.O.O", "homo_ev": -8.65, "symbols": ["S", "O", "O", "O", "O", "C", "C", "C", "H", "H", "H", "H", "H", "H", "H", "H", "H", "H", "H", "H", "H", "H", "H", "H"], "xyz": [[-2.69981, 1.58770, 0.54771], [-0.10688, -1.92798, 0.98774], [3.94064, 0.10564, 1.36143], [2.57357, -2.23111, 1.15944], [3.11638, 1.88159, -0.49730], [-2.59456, -0.44682, -1.40678], [-1.87583, -0.64419, -2.75403], [-1.72743, 0.32026, -0.39308], [-1.73091, 2.52794, 0.53039], [2.37486, 1.37082, -0.15790], [3.65173, 0.92510, 1.77197], [-0.87833, 0.82351, -0.83867], [-2.46592, -0.38077, -3.63232], [4.28444, 0.36131, 0.49943], [-1.45341, -0.39601, 0.37246], [2.77932, 2.75388, -0.71857], [-0.89380, -0.20066, -2.81993], [-2.79340, -1.43629, -0.98562], [-3.62007, -0.08558, -1.50836], [2.80501, -2.53678, 2.04093], [3.08503, -1.38715, 1.18839], [0.67050, -1.40347, 0.79925], [0.01861, -2.75911, 0.52409], [-1.74512, -1.71176, -2.91575]], "atomic_forces_ev_per_a": [[0.4, 0.3, -0.4], [-1.0, 0.0, 0.1], [0.2, -0.2, 0.2], [0.9, 0.8, 0.2], [0.1, 0.1, 0.0], [0.2, -0.4, -0.1], [-0.8, -1.0, -0.4], [-1.4, -0.1, 0.7], [-0.3, -0.1, 0.1], [-0.1, 0.1, -0.1], [0.1, 0.1, 0.0], [0.1, -0.1, -0.1], [0.0, 0.6, 0.1], [0.1, 0.2, 0.0], [0.6, 0.2, -0.2], [-0.1, 0.0, 0.0], [0.2, 0.3, 0.1], [0.3, 0.0, 0.1], [0.3, 0.7, -0.2], [-0.3, -0.5, 0.1], [-0.4, -0.4, -0.4], [0.5, -0.3, 0.1], [0.3, 0.0, 0.0], [0.3, -0.2, 0.1]]}



# 6
{"formula": "C3H16O5", "method": "ωB97M-V/def2-TZVPD", "charge": -1, "spin_multiplicity": 2, "max_force_ha_per_bohr": 0.0667, "orbital_gap_ev": [2.9, 9.7], "homo_ev": [0.32, -6.61], "symbols": ["O", "O", "O", "O", "O", "C", "C", "C", "H", "H", "H", "H", "H", "H", "H", "H", "H", "H", "H", "H", "H", "H", "H", "H"], "xyz": [[0.73266, 2.13116, 1.52629], [-3.48821, 0.50720, 0.78245], [1.45305, -3.36317, -1.11693], [2.20246, -0.90034, 1.60392], [-1.23016, -2.36799, 2.31704], [0.85237, 0.52472, -2.66979], [-1.04478, 1.50721, -1.43019], [0.12144, 0.62473, -1.58539], [3.10046, -1.15046, 1.85337], [1.01426, 1.53761, 2.24584], [2.17701, -2.77649, -0.96256], [2.36046, -0.00655, 1.17375], [0.49170, 0.24609, -0.60336], [-2.97566, 0.09836, 1.46265], [1.71662, -0.08527, -2.71689], [-1.79724, 1.18598, -0.62322], [-1.68903, 1.70099, -2.27058], [-0.62837, 2.50917, -1.14417], [-0.95830, -1.46079, 2.21079], [-3.13289, 1.41370, 0.93060], [-2.04927, -2.71899, 2.09030], [0.60815, -2.93410, -0.89577], [1.39363, 2.78112, 1.44617], [0.76965, 0.99611, -3.62431]], "atomic_forces_ev_per_a": [[-1.8, -1.6, 0.1], [0.1, 1.7, 0.0], [-1.2, -1.1, -0.5], [0.1, 1.2, -0.9], [3.0, -0.8, 1.4], [0.7, -0.6, -0.5], [-1.5, 1.3, 1.8], [0.1, 0.2, 1.2], [0.1, -0.1, 0.2], [0.1, 0.2, -0.1], [0.3, 0.9, 0.5], [-0.3, -1.1, 0.6], [-0.3, -0.2, -1.0], [0.5, -1.2, 0.8], [0.9, -0.7, 0.6], [1.5, 0.3, -1.0], [0.1, -0.2, -0.9], [-0.5, -0.7, 0.1], [-0.7, 0.4, -0.5], [-0.6, -0.5, -0.6], [-2.2, 0.4, -0.9], [0.9, 0.1, 0.1], [1.6, 1.3, 0.0], [-1.1, 0.6, -0.4]]}